{
  "formula": "C5H13N2",
  "method": "wB97M-V/def2-TZVPD",
  "de_lowest_kj_mol": 677.2,
  "energy_ev": -8363.792,
  "gap_ev": 8.56,
  "mol_weight_g_mol": 101.17,
  "homo_energy_ev": -12.02,
  "multiplicity": 1,
  "lumo_energy_ev": -3.46,
  "total_charge": 1,
  "elements": ["C", "C", "C", "C", "C", "N", "N", "H", "H", "H", "H", "H", "H", "H", "H", "H", "H", "H", "H", "H"],
  "coordinates": [[0.2926, 1.7657, -2.4178], [-0.1386, 2.0819, -1.3251], [-0.6996, 2.4888, -0.0645], [-0.7624, -1.6971, -0.1987], [-0.0883, -0.6273, 0.6391], [1.1653, -0.1485, -0.0823], [0.2581, -1.5385, 1.9212], [0.8136, 0.5497, -0.7960], [0.6605, 1.1614, -3.1762], [-1.0623, 1.5245, 0.4352], [-1.7300, 3.0135, -0.2510], [-0.0997, 3.1983, 0.4081], [-0.7663, -1.4142, -1.2558], [-0.1425, -2.7564, -0.2074], [-1.7593, -1.8861, 0.1373], [1.8552, 0.0933, 0.6461], [1.6233, -0.8512, -0.6414], [0.2600, -1.0504, 2.7492], [1.0854, -1.9909, 1.6532], [-0.7650, -1.9166, 1.8267]]
}


{
  "formula": "C5H13N2",
  "method": "wB97M-V/def2-TZVPD",
  "de_lowest_kj_mol": 218.1,
  "energy_ev": -8362.514,
  "gap_ev": [6.02, 5.92],
  "mol_weight_g_mol": 101.17,
  "homo_energy_ev": [-9.98, -14.22],
  "multiplicity": 3,
  "lumo_energy_ev": [-3.96, -8.30],
  "total_charge": 1,
  "elements": ["C", "C", "C", "C", "C", "N", "N", "H", "H", "H", "H", "H", "H", "H", "H", "H", "H", "H", "H", "H"],
  "coordinates": [[2.1826, 1.6412, 0.0994], [0.5016, -1.3194, 1.1379], [0.6016, -0.9466, -1.4721], [-2.2274, 0.1704, 0.4324], [0.8637, -0.5253, -0.0707], [1.7081, 0.4696, -0.0446], [-1.1870, 1.0358, -0.1660], [3.3124, 1.6760, 0.2420], [1.4205, 2.5006, 0.1599], [-0.3644, -2.0056, 0.8879], [0.2320, -0.5725, 2.0243], [1.1875, -2.1032, 1.4229], [-0.3271, -0.4446, -1.7028], [0.2137, -1.9496, -1.5544], [1.3008, -0.6260, -2.2159], [-1.8973, -0.8253, -0.0458], [-1.9160, 0.0916, 1.5307], [-3.2351, 0.5026, 0.1320], [-0.8987, 1.8429, 0.3014], [-1.4716, 1.3875, -1.0987]]
}


{
  "formula": "C5H13N2O",
  "method": "wB97M-V/def2-TZVPD",
  "de_lowest_kj_mol": 370.5,
  "energy_ev": -10419.859,
  "gap_ev": 6.06,
  "mol_weight_g_mol": 117.17,
  "homo_energy_ev": -2.53,
  "multiplicity": 1,
  "lumo_energy_ev": 3.53,
  "total_charge": -1,
  "elements": ["C", "O", "C", "C", "C", "C", "N", "N", "H", "H", "H", "H", "H", "H", "H", "H", "H", "H", "H", "H", "H"],
  "coordinates": [[2.2046, 0.9067, -1.0815], [1.8620, 2.1978, -1.4012], [0.9545, 0.0377, -0.9583], [0.0475, 0.5120, 0.1791], [-1.3307, -0.0794, 0.2979], [-1.3243, -1.2653, 1.3263], [-1.0025, -0.9065, 2.8865], [0.3650, 0.0011, -2.3269], [2.7096, 0.9170, -0.0900], [2.8841, 0.3915, -1.8076], [1.3700, -0.9764, -0.7938], [0.0762, 1.6018, 0.2041], [0.5717, 0.2954, 1.1152], [-1.6873, -0.4849, -0.6441], [-2.0275, 0.6353, 0.7568], [-2.1469, -1.9682, 1.0644], [-0.4581, -1.8430, 0.9890], [-0.9958, 0.1196, 2.8926], [-2.0280, -0.9406, 2.3381], [-0.6422, -0.1014, -2.3034], [0.5980, 0.9499, -2.6432]]
}


{
  "formula": "C5H13N2O",
  "method": "wB97M-V/def2-TZVPD",
  "de_lowest_kj_mol": 150.4,
  "energy_ev": -10422.140,
  "gap_ev": 6.38,
  "mol_weight_g_mol": 117.17,
  "smiles": "CN(CCN)CC[O-]",
  "homo_energy_ev": -2.45,
  "multiplicity": 1,
  "lumo_energy_ev": 3.93,
  "total_charge": -1,
  "elements": ["N", "C", "C", "N", "C", "C", "C", "O", "H", "H", "H", "H", "H", "H", "H", "H", "H", "H", "H", "H", "H"],
  "coordinates": [[0.8033, 1.1223, 2.5251], [-0.0294, 0.0333, 1.9027], [0.7127, -0.7290, 0.7865], [-0.0340, -0.6963, -0.4157], [0.0121, -1.8684, -1.2650], [0.0719, 0.5946, -1.1181], [-1.3240, 1.2168, -1.4013], [-1.7612, 1.8852, -0.3217], [0.2852, 1.9865, 2.4224], [1.6537, 1.2314, 1.9881], [-0.8685, 0.5181, 1.4053], [-0.3219, -0.6047, 2.7313], [0.9876, -1.7609, 1.0500], [1.7276, -0.2815, 0.7097], [-0.8053, -2.5354, -0.9747], [0.9518, -2.4335, -1.1712], [-0.1811, -1.6163, -2.3085], [0.5753, 1.3359, -0.4963], [0.7317, 0.4422, -1.9964], [-1.9517, 0.3337, -1.7090], [-1.2358, 1.8259, -2.3433]]
}


{
  "formula": "C5H13N2O",
  "method": "wB97M-V/def2-TZVPD",
  "de_lowest_kj_mol": 800.2,
  "energy_ev": -10409.903,
  "gap_ev": 4.41,
  "mol_weight_g_mol": 117.17,
  "homo_energy_ev": -13.39,
  "multiplicity": 1,
  "lumo_energy_ev": -8.98,
  "total_charge": 1,
  "elements": ["C", "N", "C", "C", "C", "O", "C", "N", "H", "H", "H", "H", "H", "H", "H", "H", "H", "H", "H", "H", "H"],
  "coordinates": [[2.2581, -1.6686, 0.3356], [1.2283, -1.3015, 1.3182], [-3.7577, 0.7150, 0.2373], [-2.7155, 1.0892, -0.4962], [-1.4623, 1.5972, 0.1626], [-0.6130, 0.5828, 0.0497], [2.5921, -0.4174, -0.4747], [1.4386, -0.1449, -1.3267], [1.9281, -2.5055, -0.2831], [3.1132, -1.9052, 0.9623], [1.1768, -1.9965, 2.0497], [-4.6779, 0.4711, -0.2900], [-3.7803, 0.6833, 1.3241], [-2.7503, 0.9983, -1.5690], [-1.0450, 2.4716, -0.3873], [-1.5797, 1.9809, 1.1796], [2.7244, 0.3725, 0.2740], [3.3693, -0.6520, -1.2062], [1.6765, 0.5739, -2.0070], [0.3049, -1.0593, 0.9766], [0.5716, 0.1151, -0.8295]]
}


{
  "formula": "C5H13N2O",
  "method": "wB97M-V/def2-TZVPD",
  "de_lowest_kj_mol": 336.3,
  "energy_ev": -10414.710,
  "gap_ev": 7.72,
  "mol_weight_g_mol": 117.17,
  "homo_energy_ev": -13.01,
  "multiplicity": 1,
  "lumo_energy_ev": -5.30,
  "total_charge": 1,
  "elements": ["C", "C", "C", "N", "H", "H", "H", "H", "H", "H", "C", "O", "C", "N", "H", "H", "H", "H", "H", "H", "H"],
  "coordinates": [[1.5050, -1.2853, 0.4609], [1.6395, -2.3981, -0.1976], [0.5946, -0.3669, 2.5979], [0.7487, -1.3200, 1.7057], [1.8967, -0.2883, 0.2737], [1.0800, -3.2877, 0.1705], [2.1140, -2.3971, -1.1805], [-0.0274, -0.5271, 3.4727], [1.0823, 0.6033, 2.3524], [0.1687, -2.1664, 1.8956], [-0.4212, 1.7365, -1.1640], [-0.4640, 2.0842, -2.5642], [-1.5338, 0.7173, -0.9803], [-1.5419, 0.2642, 0.3950], [0.5020, 1.3383, -0.7742], [-0.6670, 2.6392, -0.6103], [0.2590, 2.6395, -2.8811], [-2.4879, 1.1734, -1.2349], [-1.3543, -0.1843, -1.6001], [-2.4041, -0.3248, 0.5856], [-1.6023, 1.0775, 1.0376]]
}


{
  "formula": "C5H13N2O",
  "method": "wB97M-V/def2-TZVPD",
  "de_lowest_kj_mol": 239.7,
  "energy_ev": -10415.711,
  "gap_ev": 10.80,
  "mol_weight_g_mol": 117.17,
  "smiles": "CC[NH2+]CC(=O)NC",
  "homo_energy_ev": -14.05,
  "multiplicity": 1,
  "lumo_energy_ev": -3.25,
  "total_charge": 1,
  "elements": ["O", "C", "N", "C", "C", "N", "C", "C", "H", "H", "H", "H", "H", "H", "H", "H", "H", "H", "H", "H", "H"],
  "coordinates": [[1.1261, 1.7931, -0.1853], [0.9426, 0.7995, -0.8677], [1.8623, 0.1627, -1.6162], [1.7410, -1.1033, -2.2304], [-0.5865, 0.3463, -0.9745], [-1.0769, 0.6193, 0.4100], [-0.7946, -0.4496, 1.5331], [-1.3745, 0.1616, 2.8136], [2.6757, 0.6497, -1.7551], [0.8780, -1.1449, -2.9014], [2.6524, -1.3344, -2.8986], [1.8686, -1.8168, -1.5043], [-1.3782, 0.7768, -1.7068], [-0.4925, -0.5886, -1.4861], [-2.0551, 0.9465, 0.2263], [-0.6033, 1.5091, 0.7002], [-1.2120, -1.4395, 1.2702], [0.3820, -0.5034, 1.5966], [-0.5382, 0.5544, 3.4361], [-1.7508, -0.7447, 3.3677], [-2.2659, 0.8064, 2.7726]]
}


{
  "formula": "C5H13N2O",
  "method": "wB97M-V/def2-TZVPD",
  "de_lowest_kj_mol": 831.2,
  "energy_ev": -10409.581,
  "gap_ev": 4.69,
  "mol_weight_g_mol": 117.17,
  "homo_energy_ev": -14.47,
  "multiplicity": 1,
  "lumo_energy_ev": -9.78,
  "total_charge": 1,
  "elements": ["N", "C", "C", "N", "C", "C", "C", "O", "H", "H", "H", "H", "H", "H", "H", "H", "H", "H", "H", "H", "H"],
  "coordinates": [[-1.5655, -1.6229, -1.4648], [-1.9859, -0.5970, -0.4438], [-0.8159, 0.3223, -0.0580], [0.2927, 0.1930, -0.8218], [2.3088, 1.3242, -1.4982], [1.2678, 1.2575, -0.3974], [1.9052, 0.6829, 0.9723], [-1.0536, 1.2019, 0.8889], [-3.0030, -2.9128, 4.8647], [-2.4088, -1.9976, -1.8344], [-3.1584, -3.4072, 4.2512], [-2.4054, -1.1413, 0.4273], [-2.8049, 0.0547, -0.8137], [-0.9144, -1.1688, -2.1509], [2.5901, 0.3094, -1.9301], [3.2344, 1.9860, -1.3605], [1.9052, 1.8172, -2.3998], [0.6433, 2.1627, -0.2516], [2.6827, 1.3083, 1.4363], [2.2488, -0.3785, 0.9299], [1.0369, 0.6058, 1.6544]]
}